ORCA calculation (wB97M-V/def2-TZVPD) on the molecule C2H3NO2S.

XYZ file:
```
9
Properties=species:S:1:pos:R:3:forces:R:3:nbo_charge:R:1
C 0.2339 0.9701 1.1862 -0.8 -0.1 -0.2 0.54
C -0.2604 -1.5135 -0.9290 -0.2 0.8 0.1 0.24
H -0.5030 0.3425 1.7498 0.4 0.2 -0.3 0.12
H 0.6266 1.4915 -0.7435 0.4 0.2 -0.3 0.41
H -0.8104 -2.3094 -1.4092 -0.4 -0.6 -0.3 0.14
N -0.0619 1.0467 -0.1712 -0.5 -0.5 0.4 -0.79
O 1.1318 1.5819 1.6807 0.3 0.1 0.2 -0.55
O 0.8201 -1.6383 -0.4538 0.6 -0.1 0.2 -0.51
S -1.1765 0.0286 -0.9101 0.2 0.0 0.1 0.40
```
Forces are in eV/Å.

**Gap between HOMO and LUMO**: 0.3946 Ha
**M**: 105.12 g/mol
**ΔE to the lowest compared entry with this formula, charge and spin**: 96.5 kJ/mol
**E_tot**: -681.4226 Ha


ORCA calculation (wB97M-V/def2-TZVPD) on a cluster of 2 separate species, C2H3NO2S in total in a non-equilibrium geometry.

XYZ file:
```
9
Properties=species:S:1:pos:R:3:forces:R:3:nbo_charge:R:1
C -1.3944 -1.0739 -1.0625 0.6 2.1 0.8 0.43
C 0.6434 0.0216 -0.3441 -0.4 -1.7 -1.7 -0.01
N 0.1666 0.5421 0.7408 1.6 -0.2 -0.1 -0.33
O -2.3164 -0.8004 -0.3574 1.6 -1.0 -1.6 -0.50
O 1.0051 1.2687 1.6078 -2.3 1.7 0.4 -0.56
S 2.1564 -0.1146 -0.9791 -1.4 0.1 0.6 -0.13
H -1.3205 -1.5232 -2.1374 -0.3 0.3 1.6 0.17
H -0.8117 0.7717 0.7942 -0.1 0.1 0.7 0.42
H 1.8714 0.9079 1.7377 0.7 -1.3 -0.7 0.49
```
Forces are in eV/Å.

**Gap between HOMO and LUMO (spin up / spin down)**: 0.2704 / 0.2780 Ha
**M**: 105.12 g/mol
**ΔE to the lowest compared entry with this formula, charge and spin**: 548.2 kJ/mol
**E_tot**: -681.2505 Ha


ORCA calculation (wB97M-V/def2-TZVPD) on the molecule C2H3NO2S2 in a non-equilibrium geometry.

XYZ file:
```
10
Properties=species:S:1:pos:R:3:forces:R:3:nbo_charge:R:1
C -0.0210 0.8408 -0.2988 -1.7 0.0 -0.1 0.60
C -1.0940 -0.1494 0.1706 1.4 0.3 0.8 0.14
H 1.6206 -1.6193 -0.9481 0.2 -0.4 0.4 0.12
H 1.8938 1.1268 -0.7246 0.0 -0.2 0.3 0.42
H -2.0749 -0.3570 1.7244 -1.2 -0.9 0.6 0.49
N 1.2785 0.4617 -0.2607 0.4 0.8 -0.3 -0.77
O -0.4539 1.9129 -0.6703 0.9 -0.2 -0.1 -0.56
O -1.4209 0.2418 1.4065 0.6 0.5 -0.8 -0.63
S 1.9107 -1.0296 0.2341 -0.4 0.1 -0.6 0.23
S -1.6388 -1.4285 -0.6331 -0.3 0.0 -0.2 -0.04
```
Forces are in eV/Å.

**Gap between HOMO and LUMO**: 0.3430 Ha
**M**: 137.19 g/mol
**ΔE to the lowest compared entry with this formula, charge and spin**: 48.6 kJ/mol
**E_tot**: -1079.6023 Ha


ORCA calculation (wB97M-V/def2-TZVPD) on the molecule C2H3NO2S2 in a non-equilibrium geometry.

XYZ file:
```
10
Properties=species:S:1:pos:R:3:forces:R:3:nbo_charge:R:1
C -1.9605 0.9513 0.1153 3.6 -2.2 -3.7 -0.26
C -0.7117 0.5850 -0.8251 -2.5 1.5 2.9 -0.54
N 1.4881 -0.8844 -0.5965 -3.1 2.7 -3.8 -1.06
O 1.3365 0.9233 1.1451 -0.5 1.1 -0.1 -0.91
O -0.1438 -1.0832 1.1117 0.4 1.3 0.4 -0.96
S -2.2112 -0.5813 -0.4420 -0.3 1.6 0.8 0.51
S 0.5340 0.0125 0.3896 -0.6 -3.8 0.5 2.16
H -2.2041 1.7804 0.7551 -0.5 -0.2 0.3 0.26
H 2.2103 -1.2840 -0.1490 3.2 -1.6 1.8 0.39
H 1.6624 -0.4196 -1.5041 0.3 -0.5 0.9 0.40
```
Forces are in eV/Å.

**Gap between HOMO and LUMO (spin up / spin down)**: 0.2838 / 0.2838 Ha
**M**: 137.19 g/mol
**ΔE to the lowest compared entry with this formula, charge and spin**: 519.0 kJ/mol
**E_tot**: -1079.4231 Ha


ORCA calculation (wB97M-V/def2-TZVPD) on the molecule C2H3NO2S2 in a non-equilibrium geometry.

XYZ file:
```
10
Properties=species:S:1:pos:R:3:forces:R:3:nbo_charge:R:1
C 0.5129 -0.4467 -0.9029 -0.7 0.5 -1.6 0.18
C 0.2297 0.5891 0.0910 1.2 1.2 -0.5 -0.62
N 1.6581 -0.9130 -1.1241 0.7 -0.4 0.8 -0.55
O 3.9835 0.0852 -0.8332 -0.2 0.1 0.2 -0.85
O 3.0930 -1.1782 1.5476 -1.4 3.4 -6.2 -0.78
S 1.7227 1.5213 0.5260 0.3 -0.6 -0.6 0.10
S 2.8190 -0.2113 -0.0594 1.3 -3.0 5.4 1.79
H -0.3431 -0.6902 -1.5580 0.6 -0.5 0.3 0.22
H -0.5887 1.2077 -0.1612 -0.7 0.8 -0.5 0.25
H -0.0154 0.0807 0.9392 -1.1 -1.5 2.6 0.26
```
Forces are in eV/Å.

**Gap between HOMO and LUMO**: 0.3368 Ha
**M**: 137.19 g/mol
**ΔE to the lowest compared entry with this formula, charge and spin**: 407.3 kJ/mol
**E_tot**: -1079.4656 Ha


ORCA calculation (wB97M-V/def2-TZVPD) on the molecule C2H3NO3 in a non-equilibrium geometry.

XYZ file:
```
9
Properties=species:S:1:pos:R:3:forces:R:3:nbo_charge:R:1
C -0.1008 -0.0952 0.0883 2.5 0.3 -0.7 0.51
C -1.3305 0.7569 -0.0606 -4.1 -0.8 -2.0 0.31
H 1.7663 -1.1248 0.6641 1.2 2.3 -1.0 0.49
H 1.2455 1.5116 0.6177 -0.2 -1.6 -0.8 0.38
H -1.1878 1.8677 0.5446 -1.2 -2.7 -2.0 0.15
N 1.1732 0.6078 0.0705 -2.0 0.2 1.1 -0.33
O 2.2498 -0.2350 0.3646 -1.5 -2.0 0.8 -0.54
O -0.1066 -1.3035 0.0570 0.0 0.4 0.4 -0.54
O -2.3242 0.2286 -0.7324 5.3 3.8 4.1 -0.44
```
Forces are in eV/Å.

**Gap between HOMO and LUMO**: 0.3301 Ha
**M**: 89.05 g/mol
**ΔE to the lowest compared entry with this formula, charge and spin**: 427.5 kJ/mol
**E_tot**: -358.3668 Ha


Repeat the fifth record exactly.
ORCA calculation (wB97M-V/def2-TZVPD) on the molecule C2H3NO2S2 in a non-equilibrium geometry.

XYZ file:
```
10
Properties=species:S:1:pos:R:3:forces:R:3:nbo_charge:R:1
C 0.5129 -0.4467 -0.9029 -0.7 0.5 -1.6 0.18
C 0.2297 0.5891 0.0910 1.2 1.2 -0.5 -0.62
N 1.6581 -0.9130 -1.1241 0.7 -0.4 0.8 -0.55
O 3.9835 0.0852 -0.8332 -0.2 0.1 0.2 -0.85
O 3.0930 -1.1782 1.5476 -1.4 3.4 -6.2 -0.78
S 1.7227 1.5213 0.5260 0.3 -0.6 -0.6 0.10
S 2.8190 -0.2113 -0.0594 1.3 -3.0 5.4 1.79
H -0.3431 -0.6902 -1.5580 0.6 -0.5 0.3 0.22
H -0.5887 1.2077 -0.1612 -0.7 0.8 -0.5 0.25
H -0.0154 0.0807 0.9392 -1.1 -1.5 2.6 0.26
```
Forces are in eV/Å.

**Gap between HOMO and LUMO**: 0.3368 Ha
**M**: 137.19 g/mol
**ΔE to the lowest compared entry with this formula, charge and spin**: 407.3 kJ/mol
**E_tot**: -1079.4656 Ha


Q: Look up the E_tot of the second one.
A: -681.2505 Ha